Record 1
{"formula": "C6H9P", "method": "ωB97M-V with the def2-TZVPD basis set", "symbols": ["C", "C", "C", "P", "C", "C", "C", "H", "H", "H", "H", "H", "H", "H", "H", "H"], "xyz": [[-2.7710, -0.2366, 0.4517], [-1.8379, -0.6700, -0.4317], [-0.5039, -0.0449, -0.4879], [-0.6105, 1.8580, -0.1224], [0.2298, 0.4424, 0.7369], [1.9432, 0.3338, 0.5905], [2.5672, -0.2991, -0.3877], [-3.6960, -0.6352, 0.5550], [-2.6864, 0.4987, 1.1855], [-1.9171, -1.4232, -1.0674], [0.0078, -0.2646, -1.4200], [0.3816, 2.1795, -1.1064], [-0.2491, 0.3405, 1.6398], [2.2747, 0.9156, 1.4225], [3.6848, -0.1550, -0.5354], [1.9540, -0.8659, -1.1445]], "forces_ev_per_angstrom": [[2.3, -1.3, -1.9], [-0.2, 4.0, 4.5], [-0.7, 1.6, 0.5], [0.6, -0.4, -0.9], [4.4, -0.3, -4.3], [-4.5, 0.2, 0.8], [0.5, 0.3, -0.7], [-2.7, -1.7, -0.3], [1.0, 1.5, 0.7], [-1.2, -3.3, -2.7], [0.4, 0.1, 0.5], [0.1, 0.0, 0.5], [-0.6, -0.8, 2.2], [1.2, 0.2, 0.0], [-1.6, -0.6, 0.2], [1.0, 0.6, 0.8]], "nbo_charge": [-0.407, -0.166, -0.439, 0.411, -0.453, -0.143, -0.436, 0.189, 0.186, 0.196, 0.236, -0.038, 0.231, 0.204, 0.221, 0.207], "lumo_energy_ha": 0.0330, "total_charge": 0, "molar_mass_da": 112.11, "smiles": "C=C[C@H]1P[C@@H]1C=C", "de_lowest_kcal_mol": 70.13}

Record 2
{"formula": "C6H9P", "method": "ωB97M-V with the def2-TZVPD basis set", "symbols": ["C", "C", "C", "P", "C", "C", "C", "H", "H", "H", "H", "H", "H", "H", "H", "H"], "xyz": [[0.3694, 1.9641, -2.3031], [0.5404, 0.7764, -1.1808], [-0.2198, -0.0635, -0.4530], [-1.9096, -0.7926, -0.3276], [-0.3440, -0.8763, 0.6706], [0.3294, -1.9198, 1.4280], [0.0154, -0.6320, 2.1391], [1.2273, 1.9325, -2.9375], [0.1856, 2.9591, -1.9029], [-0.4493, 1.5043, -2.8889], [1.5673, 0.7466, -0.6985], [-2.2555, 0.2884, 0.3679], [1.2599, -2.3758, 1.2299], [-0.3400, -2.7919, 1.8020], [-0.7967, -0.7952, 2.8457], [0.8203, 0.0757, 2.2091]], "forces_ev_per_angstrom": [[-1.3, -4.0, 1.4], [1.9, 1.2, 1.6], [0.1, 1.9, -3.4], [0.8, -1.1, -0.7], [-0.5, -0.6, 1.4], [-1.8, -2.8, 1.2], [-0.3, -0.9, -1.3], [0.7, 0.2, -0.2], [-0.2, -0.3, 0.1], [0.0, 1.1, 0.0], [-0.8, 0.4, -0.8], [-1.2, 1.7, 1.1], [1.3, 0.4, -0.4], [0.9, 1.6, -0.8], [0.4, 0.8, 0.1], [0.0, 0.3, 0.7]], "nbo_charge": [-0.625, -0.169, -0.199, 0.419, -0.315, -0.387, -0.394, 0.216, 0.226, 0.220, 0.178, -0.049, 0.222, 0.208, 0.227, 0.223], "lumo_energy_ha": 0.0390, "total_charge": 0, "molar_mass_da": 112.11, "smiles": "C/C=C1\\PC12CC2", "de_lowest_kcal_mol": 76.98}